Entry one
{
  "formula": "C6H11N3",
  "method": "ωB97M-V/def2-TZVPD",
  "gap_ev": 8.97,
  "total_charge": 2,
  "species": ["C", "C", "C", "C", "C", "C", "N", "N", "N", "H", "H", "H", "H", "H", "H", "H", "H", "H", "H", "H"],
  "positions_angstrom": [[-1.627, 0.136, -1.176], [0.817, 0.131, -0.193], [-0.554, 0.516, -2.005], [-1.241, -0.753, 2.768], [1.787, 0.641, -2.315], [0.062, -0.423, 2.005], [-0.168, -0.123, 0.557], [-1.392, -0.277, 0.038], [0.638, 0.477, -1.473], [-2.579, 0.041, -1.599], [1.718, 0.052, 0.342], [-0.565, 0.866, -3.021], [-1.540, -1.789, 2.564], [-1.008, -0.777, 3.798], [-1.951, -0.095, 2.542], [1.480, 0.835, -3.343], [2.527, -0.128, -2.261], [2.325, 1.495, -1.893], [0.513, 0.372, 2.534], [0.757, -1.198, 2.132]]
}

---

Entry two
{
  "formula": "C6H11N3",
  "method": "ωB97M-V/def2-TZVPD",
  "gap_ev": 9.43,
  "total_charge": 2,
  "species": ["C", "C", "C", "C", "C", "C", "N", "N", "N", "H", "H", "H", "H", "H", "H", "H", "H", "H", "H", "H"],
  "positions_angstrom": [[-2.098, -0.956, 0.839], [-1.938, 0.982, -0.484], [0.261, 0.680, 0.685], [1.365, -0.058, 0.018], [1.146, -0.864, -1.153], [2.688, 0.078, 0.575], [-3.153, -0.722, 0.249], [-3.124, 0.364, -0.516], [-1.075, 0.376, 0.279], [-1.741, -1.688, 1.527], [-1.769, 1.890, -1.046], [0.335, 0.535, 1.773], [0.455, 1.758, 0.533], [1.750, -1.779, -1.135], [1.580, -0.340, -2.023], [0.106, -1.090, -1.379], [2.852, 1.004, 1.129], [3.479, -0.093, -0.158], [2.839, -0.720, 1.321], [-3.956, 0.644, -1.033]]
}

---

Least stable of them? entry one.